Here is 11 unconnected molecules or ions with the total composition C90H144N8O22 at a distorted geometry from the OMol25 dataset. Energies are from the ωB97M-V functional and the def2-TZVPD basis.

The value obtained for the frontier orbital gap is 7.44 eV. The value obtained for the largest force on an atom is 4.86 eV/Å. The total energy comes out at -152617.057 eV. Its SMILES is O=C1c2ccccc2C(=O)c2ccccc21.O=C1c2ccccc2C(=O)c2ccccc21.O=C1c2ccccc2C(=O)c2ccccc21.COCCNCCOC.COCCNCCOC.COCCNCCOC.COCCNCCOC.COCCNCCOC.COCCNCCOC.COCCNCCOC.COCCNCCOC.

```
! wB97M-V def2-TZVPD RIJCOSX def2/J DEFGRID3
* xyz 0 1
O -5.3277 -0.0830 2.9255
C -6.0754 0.7067 2.3352
C -6.1347 2.2099 2.6950
C -5.1518 2.8081 3.4938
C -5.2487 4.1574 3.7780
C -6.3126 4.9165 3.2150
C -7.2596 4.3328 2.4493
C -7.1052 2.9734 2.1297
C -8.0845 2.3763 1.0998
O -8.8279 3.1688 0.5534
C -8.1109 0.8764 0.8756
C -9.0675 0.4109 -0.0244
C -9.0326 -0.8920 -0.3425
C -8.0457 -1.7397 0.2442
C -7.0719 -1.2784 1.1188
C -7.0866 0.0885 1.3811
H -4.3461 2.2633 3.9705
H -4.4728 4.6022 4.4337
H -6.4108 5.9436 3.4497
H -8.0734 4.9227 2.0102
H -9.8168 1.1431 -0.3484
H -9.6997 -1.2936 -1.0436
H -7.8801 -2.7070 -0.2235
H -6.2382 -1.9179 1.4217
O 2.1194 -4.9623 -2.2207
C 3.0796 -4.3459 -1.8856
C 4.4592 -4.6848 -2.4537
C 4.5910 -5.8053 -3.2447
C 5.7562 -6.2974 -3.6374
C 6.9260 -5.7099 -3.1095
C 6.8530 -4.5252 -2.3969
C 5.6056 -4.0473 -2.0316
C 5.5343 -2.7641 -1.2238
O 6.5227 -2.1257 -0.9807
C 4.1422 -2.3443 -0.7217
C 3.9416 -1.1753 0.0017
C 2.7091 -0.7828 0.4789
C 1.6100 -1.6758 0.2652
C 1.7828 -2.7967 -0.4665
C 2.9930 -3.1430 -0.9974
H 3.5545 -6.1512 -3.5290
H 5.7896 -7.1854 -4.2968
H 7.9682 -6.1008 -3.2181
H 7.7213 -3.9396 -2.1291
H 4.7824 -0.5679 0.1928
H 2.5199 0.1668 0.9785
H 0.5890 -1.4234 0.5273
H 0.9567 -3.4497 -0.7519
O -4.3233 2.4426 7.8357
C -3.1044 2.2038 7.8543
C -2.0690 2.9014 8.5582
C -2.4613 4.0277 9.3261
C -1.5336 4.7364 10.0408
C -0.1273 4.3619 10.0135
C 0.2818 3.2523 9.2879
C -0.6738 2.5712 8.5335
C -0.3718 1.2821 7.8311
O 0.7507 0.8250 7.8939
C -1.4384 0.4037 7.2053
C -1.1090 -0.8249 6.6939
C -2.1168 -1.5500 5.9744
C -3.3403 -0.9870 5.8329
C -3.6455 0.2315 6.3981
C -2.7180 0.9739 7.1117
H -3.5045 4.3423 9.3209
H -1.8475 5.5710 10.7366
H 0.6606 4.8568 10.5811
H 1.3444 2.9726 9.3174
H -0.1599 -1.3089 6.7192
H -1.8904 -2.5585 5.6534
H -4.1848 -1.5463 5.3495
H -4.6658 0.5692 6.2861
C 3.4036 1.0951 -3.8534
O 2.3427 0.2900 -4.2150
C 2.2642 -0.9024 -3.3709
C 1.7971 -2.0297 -4.2776
N 2.8800 -2.7627 -4.9819
C 3.7338 -1.9109 -5.8362
C 4.4662 -2.8222 -6.8510
O 3.4735 -3.6904 -7.4861
C 3.8619 -5.0646 -7.5329
H 4.3288 0.7517 -4.3199
H 3.6212 1.1461 -2.7646
H 3.1954 2.0634 -4.2626
H 1.6512 -0.7674 -2.4790
H 3.3090 -1.2068 -3.0222
H 1.0815 -1.5696 -4.9541
H 1.3009 -2.7922 -3.6619
H 2.4327 -3.3488 -5.6586
H 4.4649 -1.4834 -5.2403
H 3.2680 -0.9799 -6.2821
H 5.2626 -3.4112 -6.3574
H 5.0016 -2.3529 -7.6778
H 4.0796 -5.3802 -6.5011
H 4.7878 -5.0777 -8.0679
H 3.1358 -5.7263 -7.9869
C 5.5261 -0.2295 3.7782
O 4.1670 -0.0546 4.0743
C 3.5590 -1.2951 4.4250
C 1.9997 -1.0690 4.2642
N 1.1957 -2.2360 4.6630
C 1.3490 -3.4590 3.9164
C 0.3407 -4.4116 4.4054
O -1.0095 -4.0878 4.0599
C -1.0508 -4.1849 2.6279
H 6.0648 -0.6674 4.6573
H 5.9244 0.8107 3.5081
H 5.7173 -1.0000 2.9712
H 3.7250 -1.5483 5.4373
H 3.9185 -2.1607 3.8284
H 1.9298 -0.8358 3.1904
H 1.6602 -0.2115 4.7801
H 0.2364 -1.9835 4.5742
H 2.3173 -3.9322 4.0347
H 1.2447 -3.2779 2.8656
H 0.4367 -4.3502 5.4667
H 0.5683 -5.4279 4.1114
H -0.5874 -5.1110 2.2469
H -0.7249 -3.3912 2.0353
H -2.1045 -4.2396 2.4002
C -0.8645 2.6522 -3.6578
O -1.4907 3.2658 -2.5270
C -1.8806 4.6419 -2.6666
C -2.5174 4.9906 -3.9573
N -3.7256 4.2788 -4.2055
C -4.2984 4.7224 -5.5100
C -3.3387 4.7996 -6.7286
O -2.4554 3.7421 -6.8903
C -2.9234 2.7384 -7.8292
H -1.4690 2.8128 -4.5061
H -0.6850 1.6102 -3.4548
H 0.0639 3.0803 -3.8941
H -1.0116 5.2980 -2.4812
H -2.4901 4.8739 -1.7564
H -1.7541 4.8896 -4.7184
H -2.6419 6.1035 -3.9685
H -3.6529 3.2840 -4.1827
H -4.7599 5.6855 -5.3381
H -5.1840 4.0888 -5.6860
H -2.6320 5.6092 -6.7384
H -3.9280 4.9081 -7.6815
H -3.8993 2.4242 -7.4098
H -2.2099 1.9866 -7.8741
H -3.0277 3.2133 -8.8018
C 0.4025 2.1556 -7.3042
O -0.6816 1.3596 -7.0050
C -0.3561 -0.0115 -6.9350
C -1.6099 -0.6954 -6.4753
N -2.1063 -0.2489 -5.1306
C -3.5704 -0.3607 -5.0612
C -4.0550 -0.1127 -3.6495
O -3.7044 1.2505 -3.1836
C -4.0836 1.4976 -1.9008
H 1.0189 2.3062 -6.3804
H -0.0456 3.1300 -7.4924
H 0.9288 1.8292 -8.1586
H 0.4301 -0.1654 -6.2097
H -0.0077 -0.5071 -7.8595
H -1.3610 -1.7081 -6.3339
H -2.4150 -0.5678 -7.2046
H -1.9533 0.7083 -5.2263
H -3.8495 -1.3617 -5.4220
H -4.0949 0.3165 -5.7324
H -3.7807 -0.8302 -2.8246
H -5.1315 -0.1371 -3.7126
H -3.2906 1.1240 -1.2393
H -4.9357 0.8587 -1.5609
H -4.3182 2.5122 -1.6598
C 4.9530 6.4782 7.2705
O 3.6141 6.6460 6.8309
C 2.5774 6.6374 7.8219
C 1.2426 6.4900 7.0703
N 1.1585 5.1626 6.4132
C -0.0608 5.0868 5.6937
C -0.0534 3.8936 4.7977
O 1.0781 4.0722 3.9664
C 1.4006 2.9091 3.1974
H 5.0993 7.1402 8.1500
H 5.5598 6.7611 6.4849
H 5.1799 5.4801 7.5510
H 2.5832 7.5979 8.3384
H 2.7108 5.8505 8.5341
H 1.2107 7.2898 6.2825
H 0.4119 6.6217 7.8573
H 1.9398 5.0542 5.7471
H -0.2677 5.9378 5.0537
H -0.8786 5.0404 6.4426
H -0.9985 3.7795 4.1498
H 0.1073 2.9382 5.3320
H 1.3772 2.0305 3.8068
H 2.4603 3.0151 2.8861
H 0.6714 2.8418 2.3719
C 4.5244 3.4948 0.7106
O 5.7661 3.6543 0.0609
C 6.3371 2.4374 -0.3506
C 6.3672 2.4192 -1.9507
N 6.5652 1.0828 -2.4741
C 7.9153 0.5092 -2.4058
C 7.9113 -0.7023 -3.2770
O 7.7612 -0.3575 -4.6336
C 7.6525 -1.4473 -5.4640
H 3.7550 3.0152 0.0435
H 4.2632 4.4947 1.0592
H 4.6279 2.9327 1.6279
H 5.6744 1.6011 -0.0093
H 7.3386 2.2891 0.1254
H 7.0491 3.2614 -2.2953
H 5.3759 2.6983 -2.3762
H 6.3311 1.1588 -3.4636
H 8.0553 0.1343 -1.3786
H 8.7606 1.1709 -2.5654
H 7.1790 -1.4344 -2.9762
H 8.9085 -1.1705 -3.1827
H 6.7413 -1.9483 -5.2996
H 8.5167 -2.1553 -5.4234
H 7.7241 -1.1561 -6.5759
C -0.3600 -6.8931 -4.0289
O -1.2571 -6.4850 -3.0427
C -0.7118 -6.5530 -1.7326
C -1.8226 -6.0144 -0.7467
N -3.2066 -6.0490 -1.2742
C -4.1723 -5.0585 -0.6857
C -4.6032 -5.7519 0.6074
O -5.2155 -4.7522 1.4472
C -5.4564 -5.1038 2.7507
H 0.4053 -7.6205 -3.6975
H 0.2236 -5.9800 -4.4762
H -0.8344 -7.2775 -4.8844
H 0.1804 -5.9898 -1.6173
H -0.4121 -7.5920 -1.4980
H -1.5743 -5.0357 -0.3425
H -1.7297 -6.7171 0.1343
H -3.1219 -5.8922 -2.2736
H -4.9823 -4.7748 -1.3357
H -3.6955 -4.1214 -0.4822
H -3.6705 -6.1554 1.0121
H -5.2897 -6.5741 0.4014
H -6.0573 -4.3674 3.3283
H -4.4827 -5.3271 3.2911
H -6.1746 -5.9929 2.7511
C 0.3750 1.3623 -0.9324
O 0.1955 1.0093 0.3657
C -1.0334 1.5469 0.7997
C -1.4249 1.1308 2.2227
N -1.3476 -0.3327 2.5625
C -2.5047 -1.0868 2.2591
C -2.8425 -1.4853 0.8316
O -1.7122 -2.0048 0.1701
C -1.8149 -1.8523 -1.2410
H 1.2343 0.7797 -1.2972
H 0.4892 2.4394 -1.1100
H -0.4571 0.9870 -1.5540
H -1.7892 1.1266 0.1310
H -0.9855 2.6819 0.6547
H -2.4962 1.3700 2.2377
H -0.7679 1.6177 2.9782
H -0.4855 -0.7342 2.2047
H -3.4066 -0.6054 2.6371
H -2.4451 -2.0181 2.8766
H -3.1883 -0.6511 0.2789
H -3.7056 -2.2009 0.9425
H -2.8931 -2.0904 -1.5216
H -1.1250 -2.4997 -1.7723
H -1.6030 -0.8045 -1.5615
*
```